No. 1
An isolated molecule of C4H9BN2O2 in a non-equilibrium geometry. Source: the OMol25 dataset; level of theory: wB97M-V/def2-TZVPD.

Structure (XYZ):
```
18
Properties=species:S:1:pos:R:3:forces:R:3
O -0.301105 1.553416 1.429268 0.58 -0.23 0.97
O 2.481834 0.936714 -0.558876 -1.31 0.89 0.36
N -0.943650 0.104442 -0.198621 -2.79 -1.97 -1.48
N -1.041819 -1.208235 0.093942 0.52 -1.98 0.09
C 0.078148 0.921710 0.158322 0.32 3.55 -0.27
C 1.437770 -1.354102 0.283738 -0.63 0.60 2.01
C -0.014651 -1.941795 0.255326 2.15 0.10 0.87
C -2.284154 0.587849 -0.613840 1.08 -0.10 -1.94
B 1.478387 0.189123 -0.060138 -1.40 -0.31 1.37
H 2.091822 -1.889937 -0.330720 0.97 -1.24 -1.17
H 0.020527 1.766228 -0.569852 0.42 -0.34 0.18
H -2.224834 0.990879 -1.746076 -0.23 -0.66 2.57
H -2.892676 -0.355836 -0.605640 0.22 1.42 0.06
H -2.590841 1.360764 0.092890 -0.44 -0.06 -0.31
H 3.127944 0.380749 -0.916662 2.04 -1.10 -0.73
H 1.922136 -1.516822 1.343382 -1.06 0.45 -1.63
H -0.038916 -3.047735 0.493931 -0.75 1.48 -0.41
H -0.305914 2.522583 1.449624 0.31 -0.50 -0.54
```
Positions in Å, forces in eV/Å.

Computed properties:
- energy relative to the best compared isomer or geometry (same formula, charge and spin) (eV) = 3.222
- strongest force on any atom (eV/Å) = 3.7
- charge = 0
- HOMO level (eV) = -8.1012
- total energy (Ha) = -442.62259

No. 2
A structure of composition C34H44AsIrN3O7S2Se2 in a non-equilibrium geometry. Source: the OMol25 dataset; level of theory: wB97M-V/def2-TZVPD.

Structure (XYZ):
```
94
Properties=species:S:1:pos:R:3:forces:R:3
Ir 0.765496 0.649344 0.586211 0.78 0.14 1.40
Se 0.947653 2.392796 2.670282 0.42 -0.68 -1.30
Se -2.389908 1.507552 2.814151 0.05 0.71 -0.63
As 2.871858 -0.441745 -0.109435 0.44 0.68 -0.43
S 1.848932 2.578373 -0.478831 -0.80 -0.85 0.42
S -5.469804 0.859950 -0.942239 0.45 -0.11 1.18
O -3.193234 0.058081 -4.594150 0.43 -0.03 0.16
O -1.397539 -1.133340 -4.382344 -0.09 0.07 0.09
O -5.401039 2.074722 -0.152918 -0.08 0.05 -0.39
O -1.429723 -1.215894 3.007163 1.92 -0.37 -0.40
O -4.653226 -0.240825 -0.464456 -0.20 0.05 -0.41
O 0.007359 -1.761525 0.067330 0.05 0.19 -0.16
O 0.670316 -0.684631 2.378175 0.29 1.13 -0.91
N -2.167761 -0.270478 -4.018762 -0.30 -0.02 -0.19
N -0.635010 1.084421 -1.062875 -0.81 -0.32 0.29
N -2.460602 1.504888 -2.237414 -0.19 -0.42 0.04
C -0.415916 -1.394571 2.319166 -2.42 -0.47 0.80
C -0.423052 -2.497565 1.254797 0.05 0.06 0.35
C -1.813439 0.413041 -2.801864 -0.16 0.29 0.06
C -4.979748 1.232473 -2.606859 0.14 -0.07 0.07
C 4.764455 -2.597345 0.024935 -0.09 0.08 -0.16
C 3.576904 2.251889 -0.568379 -0.06 0.08 0.10
C 5.489616 0.790314 -0.473486 0.05 -0.20 0.06
C 2.540931 -0.261101 -2.968851 0.18 0.14 -0.01
C 1.812589 -2.930587 -3.298482 0.01 0.02 0.00
C -0.711840 0.164693 -2.069593 0.57 -0.13 -0.15
C -1.811168 -3.077357 1.069550 0.10 0.07 -0.28
C -3.897979 0.904982 3.837667 -0.02 -0.60 0.13
C 3.847126 -1.919652 2.158372 0.02 0.12 0.08
C -1.715953 1.876710 -1.166717 0.17 0.14 -0.48
C 2.755446 1.929634 3.175353 0.17 0.08 -0.03
C 2.156167 -2.459309 -2.040120 -0.03 -0.02 0.04
C 1.837825 -2.070683 -4.391715 0.06 0.02 0.00
C 4.652947 -2.847090 2.800056 0.07 0.00 -0.01
C 5.792967 3.123769 -0.919777 -0.12 0.04 -0.06
C 4.113719 0.987545 -0.404754 -0.03 -0.07 0.24
C 0.095187 1.727995 4.282599 0.05 -0.42 0.18
C 4.423423 3.324602 -0.837918 0.03 0.20 -0.05
C 0.613861 -3.562326 1.567335 0.03 0.00 -0.01
C 6.330967 1.856416 -0.732408 0.01 -0.02 0.01
C 5.573960 -3.516325 0.675272 0.05 0.01 0.08
C 3.906775 -1.797916 0.774050 -0.51 -0.01 0.52
C 5.517325 -3.641780 2.058518 -0.01 -0.04 -0.07
C -1.936934 3.114397 -0.372933 -0.05 -0.13 -0.10
C -1.367402 2.059659 4.367754 -0.20 0.26 -0.18
C 2.531983 -1.124668 -1.878719 -0.46 -0.08 0.19
C 2.210944 -0.742685 -4.228390 0.00 0.02 0.00
C -7.168571 0.343010 -1.115975 0.08 0.21 -0.26
C -3.731207 2.108307 -2.709014 -0.03 0.04 0.18
C -8.081268 1.505057 -1.506278 0.05 -0.06 0.02
H 0.666350 -4.279098 0.744471 -0.02 -0.03 0.04
H 3.403673 2.196957 2.344156 -0.02 0.01 -0.03
H -1.549409 3.130018 4.464563 0.15 -0.04 0.21
H -1.822235 -3.745412 0.201756 0.00 0.00 0.06
H -2.087231 -3.659698 1.947736 0.01 0.06 -0.04
H 6.253802 -4.131377 0.099990 -0.03 0.00 0.01
H -0.296119 -2.240824 -0.715800 0.01 0.14 -0.06
H 1.594732 -3.107900 1.705281 -0.04 -0.07 0.01
H -1.225579 3.140915 0.450042 -0.06 -0.01 0.04
H 6.445381 3.961967 -1.128667 -0.04 0.00 0.03
H -7.984028 1.763831 -2.560264 -0.01 -0.01 0.00
H -4.722285 0.720261 3.161398 -0.08 0.00 -0.12
H -2.951346 3.173047 0.014857 -0.06 -0.05 0.10
H 0.614681 2.202434 5.116014 0.33 0.11 -0.11
H 3.165997 -1.299950 2.729740 -0.03 -0.09 -0.01
H 5.905183 -0.197271 -0.322372 0.02 -0.01 0.02
H 2.816064 0.779600 -2.838582 0.00 -0.02 -0.04
H -7.151560 -0.458918 -1.858927 -0.07 -0.01 0.11
H 0.277413 0.656966 4.306462 -0.05 -0.09 -0.02
H -5.818084 1.766121 -3.059816 0.16 0.06 -0.08
H -1.787958 1.548713 5.231037 -0.01 -0.03 0.01
H 2.138964 -3.121737 -1.183386 0.00 -0.05 -0.02
H -2.548291 -2.288705 0.930851 -0.04 -0.01 -0.02
H 7.399916 1.700120 -0.781171 -0.02 0.01 -0.02
H 4.806642 -2.499185 -1.051760 0.03 -0.05 -0.04
H -3.609347 2.342161 -3.758497 0.12 0.16 -0.12
H 3.028864 2.501831 4.058087 -0.04 0.03 0.04
H 1.526198 -3.966074 -3.431797 0.03 0.02 0.02
H -3.875857 3.028199 -2.149496 0.04 0.03 0.04
H 0.064419 -0.560182 -2.264909 -0.20 0.04 0.03
H 1.574065 -2.440579 -5.374650 -0.02 0.02 0.05
H 2.795845 0.861071 3.373213 -0.09 0.04 0.04
H -1.751052 3.987446 -1.002476 -0.01 -0.01 -0.02
H -7.860122 2.386954 -0.906766 -0.03 -0.03 0.03
H 2.242277 -0.076561 -5.081427 -0.02 -0.03 0.03
H 0.342487 -4.104390 2.475439 0.02 0.03 -0.06
H 4.613183 -2.950851 3.876237 -0.03 0.02 -0.01
H -7.443670 -0.082673 -0.150677 0.17 0.00 0.05
H 6.147082 -4.367408 2.557879 -0.02 0.03 -0.02
H -3.617176 -0.013445 4.352982 -0.09 0.05 0.00
H -4.848537 0.277872 -3.109081 -0.07 0.04 -0.07
H -4.159007 1.691280 4.541929 0.00 0.02 -0.05
H 3.999374 4.312816 -0.974670 0.09 -0.01 0.01
H -9.118103 1.226432 -1.332015 -0.01 -0.03 -0.02
```
Positions in Å, forces in eV/Å.

Computed properties:
- energy relative to the best compared isomer or geometry (same formula, charge and spin) (eV) = 4.033
- strongest force on any atom (eV/Å) = 2.6
- charge = +2
- HOMO level (alpha / beta) (eV) = -13.0962 / -12.5118
- total energy (Ha) = -9951.59606
- 2S+1 = 2

No. 3
An isolated molecule of C17H19ClO4S. Source: the OMol25 dataset; level of theory: wB97M-V/def2-TZVPD.

Structure (XYZ):
```
42
Properties=species:S:1:pos:R:3:forces:R:3
Cl 2.554502 -2.683897 2.249293 -0.08 -0.44 0.20
S -0.239018 0.321386 1.732797 0.05 0.00 0.22
O -1.355853 -0.273770 2.416039 -0.38 -0.14 -0.19
O -5.163724 -0.375193 -2.327607 0.06 0.12 0.35
O 0.823641 0.836963 2.556278 0.11 0.20 -0.18
O 1.477881 0.468334 -0.902461 0.04 0.16 -0.20
C -3.243612 1.007125 0.403560 -0.04 -0.02 -0.19
C -1.781602 0.804170 -1.477371 -0.02 0.18 0.21
C -5.028346 -0.756925 -3.674400 0.03 -0.06 -0.22
C -2.814513 0.283779 -2.239571 -0.26 -0.16 -0.25
C -1.978864 1.178170 -0.155281 -0.24 0.00 -0.41
C 4.173501 -0.711737 2.950184 0.02 0.00 0.03
C 4.341935 1.410675 1.876509 0.03 0.02 -0.03
C 3.207924 -1.096009 2.034191 0.25 0.32 -0.05
C -0.855987 1.683815 0.669671 0.41 -0.82 0.36
C 2.253959 -1.801498 -0.874916 -0.25 0.16 0.11
C 1.743395 -0.621356 -0.030275 0.21 -0.51 0.00
C 4.746504 0.542621 2.872604 -0.03 0.00 0.03
C 0.399899 -0.968036 0.602976 -0.26 0.95 0.18
C -4.276234 0.486813 -0.343925 -0.09 -0.04 -0.15
C 3.377814 1.016231 0.969381 0.03 -0.05 -0.08
C -4.075628 0.121271 -1.677193 0.07 0.04 0.12
C 2.785664 -0.241479 1.019263 0.28 0.01 -0.10
H 5.493383 0.838540 3.592881 0.07 0.02 0.07
H 3.221601 -1.551466 -1.309014 0.08 0.04 -0.02
H -0.367625 -1.069714 -0.159760 -0.04 -0.13 -0.13
H -5.258013 0.349532 0.079990 -0.12 -0.01 0.07
H 2.234351 0.575568 -1.491469 -0.03 0.00 0.04
H -2.622413 0.010823 -3.265484 -0.02 -0.03 -0.09
H 3.050181 1.718622 0.218360 -0.04 0.02 -0.02
H -1.155384 2.454887 1.374703 0.06 0.01 0.17
H 0.444292 -1.869031 1.204688 -0.08 0.07 0.11
H -0.803572 0.924007 -1.919734 0.09 -0.01 -0.04
H 2.366897 -2.697392 -0.275284 0.06 -0.06 -0.03
H 4.465323 -1.400674 3.727921 0.00 -0.07 0.04
H 1.545915 -2.000730 -1.676755 -0.08 -0.01 -0.07
H -6.011257 -1.111740 -3.980343 0.09 0.02 -0.03
H -3.406596 1.272868 1.435780 -0.05 0.01 0.13
H -4.737703 0.089290 -4.305632 0.00 -0.04 0.03
H -4.300258 -1.566130 -3.792886 -0.02 0.04 0.00
H -0.000242 2.001383 0.084588 0.05 0.12 -0.01
H 4.767880 2.399906 1.807702 0.04 0.09 0.00
```
Positions in Å, forces in eV/Å.

Computed properties:
- energy relative to the best compared isomer or geometry (same formula, charge and spin) (eV) = 0.109
- strongest force on any atom (eV/Å) = 1.0
- charge = 0
- HOMO level (eV) = -8.4646
- total energy (Ha) = -1818.52094

No. 4
A cluster of 2 separate species, C3H3Br3O in total in a non-equilibrium geometry. Source: the OMol25 dataset; level of theory: wB97M-V/def2-TZVPD.

Structure (XYZ):
```
10
Properties=species:S:1:pos:R:3:forces:R:3
Br 0.640123 2.333797 -0.008953 0.50 1.52 -0.50
Br -1.752655 -1.154812 1.320623 -0.71 -0.55 0.22
Br 1.824702 -0.151587 -1.940876 0.20 0.59 -0.59
O -2.014297 0.715824 -0.741545 0.26 0.30 -0.11
C 0.920396 -0.917563 -0.584060 1.81 0.99 2.82
C -0.169512 0.895968 0.750143 2.52 0.36 -4.00
C -1.319695 0.447452 0.176026 -2.62 -1.84 -0.45
H 0.153248 -1.548619 -0.835570 -2.17 -1.00 -0.65
H 1.600767 -1.359580 0.177587 -0.70 0.70 -0.37
H 0.116923 0.739121 1.686627 0.91 -1.07 3.63
```
Positions in Å, forces in eV/Å.

Computed properties:
- energy relative to the best compared isomer or geometry (same formula, charge and spin) (eV) = 2.193
- strongest force on any atom (eV/Å) = 4.7
- charge = 0
- HOMO level (alpha / beta) (eV) = -9.2674 / -9.2962
- total energy (Ha) = -7913.27542

No. 5
A structure of composition C2H6BrEuNO2P2S in a non-equilibrium geometry. Source: the OMol25 dataset; level of theory: wB97M-V/def2-TZVPD.

Structure (XYZ):
```
16
Properties=species:S:1:pos:R:3:forces:R:3
Eu 4.274489 -2.651532 0.632616 -0.38 1.00 0.04
Br 2.046678 2.658935 -0.544179 -0.34 -0.46 0.11
S -2.313599 -1.234616 -1.847313 0.39 -0.03 0.18
P -2.719475 -0.288019 -0.207099 -0.36 -0.99 -1.81
P 1.333963 -0.403335 -0.374234 0.51 0.49 0.18
O -0.478092 1.483675 -0.626733 0.08 -0.86 -0.48
O -1.821236 1.798617 1.098383 -0.64 1.42 2.60
N 2.384175 -0.961320 0.752563 1.14 -2.01 -0.46
C 0.755004 1.336486 0.022295 0.09 -0.48 -0.03
C -1.576488 1.147954 0.172710 0.18 -0.39 -1.14
H -4.015544 0.288677 -0.250395 0.51 0.17 0.59
H 0.669384 1.379255 1.120658 0.03 0.16 -0.30
H 1.962035 -1.781413 1.204266 -0.72 0.65 0.39
H -2.670922 -1.141248 0.923366 -0.01 0.78 0.21
H 2.003422 -0.426007 -1.623459 -0.62 0.29 0.15
H 0.166205 -1.206111 -0.453446 0.16 0.24 -0.24
```
Positions in Å, forces in eV/Å.

Computed properties:
- strongest force on any atom (eV/Å) = 3.0
- charge = +2
- HOMO level (alpha / beta) (eV) = -14.2381 / -14.2382
- total energy (Ha) = -4649.57471
- 2S+1 = 8

No. 6
A structure of composition C6H10N2O2 in a non-equilibrium geometry. Source: the OMol25 dataset; level of theory: wB97M-V/def2-TZVPD.

Structure (XYZ):
```
20
Properties=species:S:1:pos:R:3:forces:R:3
O -0.619051 1.528128 -0.665280 0.08 0.61 -0.03
O -2.301218 -0.419199 1.492266 1.46 0.41 -0.56
N 0.556041 -1.517261 0.330797 -0.14 -0.01 0.15
N -0.946465 1.182897 2.277857 0.81 1.07 1.74
C -0.469004 0.339213 0.055164 0.04 -0.64 -0.21
C 1.649588 0.011979 -1.047900 0.24 0.06 -0.01
C 0.539335 -0.716327 -1.860040 -0.03 -0.16 -0.17
C -0.411901 -1.022282 -0.697380 -0.56 -0.03 -0.28
C 1.003424 -0.090858 0.338518 0.03 0.47 0.18
C -1.353449 0.349271 1.309813 -1.50 -2.23 -0.66
H 1.556406 0.275967 1.211019 -0.16 -0.08 -0.25
H 1.809404 1.047841 -1.367119 -0.08 -0.23 0.09
H -0.885183 0.795263 3.224968 -0.72 0.85 -0.64
H 0.081686 -0.082798 -2.629225 0.11 -0.12 0.22
H 2.608942 -0.519782 -1.060115 -0.26 0.11 -0.01
H -1.313757 -1.616007 -0.886276 0.27 0.16 0.07
H 0.029717 -1.693912 1.185419 0.04 -0.09 -0.02
H 0.886622 -1.646531 -2.325863 -0.06 0.25 0.13
H -1.526471 1.620813 -0.969587 -0.13 -0.08 -0.03
H -0.894666 2.173582 2.082964 0.59 -0.31 0.29
```
Positions in Å, forces in eV/Å.

Computed properties:
- energy relative to the best compared isomer or geometry (same formula, charge and spin) (eV) = 1.882
- strongest force on any atom (eV/Å) = 2.8
- charge = 0
- HOMO level (eV) = -9.2911
- total energy (Ha) = -494.57457

Question: Which of these has the lowest total energy?
Answer: C34H44AsIrN3O7S2Se2

Question: The lowest strongest force on any atom belongs to which entry?
Answer: C17H19ClO4S

Copy entry 3 word for word.
An isolated molecule of C17H19ClO4S. Source: the OMol25 dataset; level of theory: wB97M-V/def2-TZVPD.

Structure (XYZ):
```
42
Properties=species:S:1:pos:R:3:forces:R:3
Cl 2.554502 -2.683897 2.249293 -0.08 -0.44 0.20
S -0.239018 0.321386 1.732797 0.05 0.00 0.22
O -1.355853 -0.273770 2.416039 -0.38 -0.14 -0.19
O -5.163724 -0.375193 -2.327607 0.06 0.12 0.35
O 0.823641 0.836963 2.556278 0.11 0.20 -0.18
O 1.477881 0.468334 -0.902461 0.04 0.16 -0.20
C -3.243612 1.007125 0.403560 -0.04 -0.02 -0.19
C -1.781602 0.804170 -1.477371 -0.02 0.18 0.21
C -5.028346 -0.756925 -3.674400 0.03 -0.06 -0.22
C -2.814513 0.283779 -2.239571 -0.26 -0.16 -0.25
C -1.978864 1.178170 -0.155281 -0.24 0.00 -0.41
C 4.173501 -0.711737 2.950184 0.02 0.00 0.03
C 4.341935 1.410675 1.876509 0.03 0.02 -0.03
C 3.207924 -1.096009 2.034191 0.25 0.32 -0.05
C -0.855987 1.683815 0.669671 0.41 -0.82 0.36
C 2.253959 -1.801498 -0.874916 -0.25 0.16 0.11
C 1.743395 -0.621356 -0.030275 0.21 -0.51 0.00
C 4.746504 0.542621 2.872604 -0.03 0.00 0.03
C 0.399899 -0.968036 0.602976 -0.26 0.95 0.18
C -4.276234 0.486813 -0.343925 -0.09 -0.04 -0.15
C 3.377814 1.016231 0.969381 0.03 -0.05 -0.08
C -4.075628 0.121271 -1.677193 0.07 0.04 0.12
C 2.785664 -0.241479 1.019263 0.28 0.01 -0.10
H 5.493383 0.838540 3.592881 0.07 0.02 0.07
H 3.221601 -1.551466 -1.309014 0.08 0.04 -0.02
H -0.367625 -1.069714 -0.159760 -0.04 -0.13 -0.13
H -5.258013 0.349532 0.079990 -0.12 -0.01 0.07
H 2.234351 0.575568 -1.491469 -0.03 0.00 0.04
H -2.622413 0.010823 -3.265484 -0.02 -0.03 -0.09
H 3.050181 1.718622 0.218360 -0.04 0.02 -0.02
H -1.155384 2.454887 1.374703 0.06 0.01 0.17
H 0.444292 -1.869031 1.204688 -0.08 0.07 0.11
H -0.803572 0.924007 -1.919734 0.09 -0.01 -0.04
H 2.366897 -2.697392 -0.275284 0.06 -0.06 -0.03
H 4.465323 -1.400674 3.727921 0.00 -0.07 0.04
H 1.545915 -2.000730 -1.676755 -0.08 -0.01 -0.07
H -6.011257 -1.111740 -3.980343 0.09 0.02 -0.03
H -3.406596 1.272868 1.435780 -0.05 0.01 0.13
H -4.737703 0.089290 -4.305632 0.00 -0.04 0.03
H -4.300258 -1.566130 -3.792886 -0.02 0.04 0.00
H -0.000242 2.001383 0.084588 0.05 0.12 -0.01
H 4.767880 2.399906 1.807702 0.04 0.09 0.00
```
Positions in Å, forces in eV/Å.

Computed properties:
- energy relative to the best compared isomer or geometry (same formula, charge and spin) (eV) = 0.109
- strongest force on any atom (eV/Å) = 1.0
- charge = 0
- HOMO level (eV) = -8.4646
- total energy (Ha) = -1818.52094

Question: What is the charge in the third record?
Answer: 0